(1)
ORCA calculation (the ωB97M-V functional and the def2-TZVPD basis) on a structure of composition C29H23N4TeV.

As for the highest occupied orbital energy (spin up / spin down): -14.56 / -14.74 eV. The calculation puts the HOMO-LUMO gap (spin up / spin down) at 7.477 / 7.968 eV. For the largest force on an atom, the calculation gives 0.96 eV/Å. As for the total energy: -69372.5177 eV. The spin multiplicity is 3. Its total charge is +2. Its energy relative to the best compared isomer or geometry (same formula, charge and spin) is 1.7 kJ/mol.

```
58
Properties=species:S:1:pos:R:3:forces:R:3:lowdin_charge:R:1
V -0.17447 -0.67379 -0.36253 0.1 0.2 0.9 0.72
N -0.92633 -1.08155 -3.41561 0.0 0.0 0.0 0.16
C -0.00911 -2.01972 -2.95980 -0.2 0.2 0.2 -0.25
C 0.39930 -3.03004 -3.83410 0.0 0.0 -0.2 0.03
C 1.30720 -3.95598 -3.40013 0.1 -0.2 0.0 0.01
C 1.83565 -3.88350 -2.10116 0.1 -0.1 -0.1 -0.01
C 1.41814 -2.86974 -1.30019 -0.5 0.4 -0.3 -0.09
N 0.48250 -1.95047 -1.71825 0.3 -0.6 -0.2 -0.04
C -1.71337 -0.11532 -2.79409 0.2 -0.3 0.1 -0.25
C -2.62139 0.59448 -3.58043 0.0 0.0 -0.1 0.03
C -3.44481 1.50672 -2.97514 -0.2 0.1 -0.1 0.01
C -3.38040 1.71866 -1.59219 -0.1 0.0 0.0 -0.01
C -2.46532 1.01258 -0.87730 0.4 -0.4 -0.4 -0.07
N -1.61244 0.11243 -1.47772 -0.6 0.3 -0.1 -0.01
H -1.15297 -1.19944 -4.39216 0.0 0.0 0.0 0.15
H -0.01172 -3.07753 -4.83404 0.0 0.0 0.0 0.14
H 1.61540 -4.74860 -4.07004 0.0 0.0 0.0 0.14
H 2.55890 -4.60127 -1.74346 0.0 0.0 0.0 0.13
H 1.79241 -2.74882 -0.29074 0.0 0.0 0.0 0.13
H -2.67821 0.41110 -4.64529 0.0 0.0 0.0 0.13
H -4.15741 2.05628 -3.57762 0.0 0.0 0.0 0.14
H -4.03548 2.41668 -1.09187 0.0 0.0 0.0 0.13
H -2.36266 1.12954 0.19434 0.1 0.0 0.0 0.12
N -3.79242 -4.22665 4.93253 0.0 0.0 0.0 0.20
C -3.17542 -3.66170 4.14674 0.2 0.1 -0.3 -0.15
C -2.39310 -2.94664 3.15950 -0.2 -0.1 0.4 -0.20
C -2.00613 -3.57804 1.98675 0.1 0.0 0.0 -0.01
C -1.25743 -2.87190 1.05406 0.0 0.2 0.0 -0.10
C -0.89956 -1.53114 1.27732 -0.1 -0.1 0.2 -0.24
C -1.30520 -0.91939 2.47658 0.2 0.0 -0.3 -0.09
C -2.04026 -1.61962 3.41013 0.0 0.0 0.1 -0.01
H -2.28277 -4.61016 1.81911 0.0 0.0 0.0 0.13
H -0.96662 -3.39200 0.14677 0.0 0.0 0.0 0.09
H -1.04672 0.11259 2.68747 0.0 0.0 0.0 0.08
H -2.35144 -1.15249 4.33499 0.0 0.0 0.0 0.13
Te 1.68168 1.25737 -0.84701 0.0 0.1 -0.5 1.54
C 3.21042 1.21589 0.54345 0.1 -0.1 0.2 -0.54
C 4.24852 2.12198 0.37023 0.2 -0.1 0.2 -0.13
C 5.25361 2.16834 1.32957 -0.1 0.0 -0.1 -0.05
C 5.21110 1.31945 2.42699 0.0 0.0 0.0 -0.04
C 4.17359 0.40768 2.57791 0.0 0.0 0.0 -0.05
C 3.16125 0.34832 1.63128 0.2 0.1 0.0 -0.14
C 0.39542 2.62488 0.07667 -0.1 0.1 0.1 -0.53
C -0.09000 3.69382 -0.66874 -0.1 0.0 0.1 -0.13
C -0.98760 4.57501 -0.07805 0.0 0.0 0.0 -0.05
C -1.39110 4.38277 1.23839 0.0 0.0 0.0 -0.05
C -0.89525 3.31507 1.97710 0.1 0.0 0.0 -0.06
C 0.00368 2.42553 1.39717 -0.1 0.2 0.0 -0.15
H 4.28571 2.78168 -0.48654 0.0 0.0 0.0 0.10
H 6.07037 2.86762 1.21189 0.0 0.0 0.0 0.12
H 5.99595 1.36408 3.16989 0.0 0.0 0.0 0.12
H 4.15254 -0.26045 3.42863 0.0 0.0 0.0 0.12
H 2.36000 -0.37235 1.74519 -0.1 0.0 0.0 0.08
H 0.23350 3.85812 -1.68917 0.0 0.0 0.0 0.10
H -1.35844 5.42107 -0.64217 0.0 0.0 0.0 0.12
H -2.07970 5.08064 1.69655 0.0 0.0 0.0 0.12
H -1.19471 3.18382 3.00892 0.0 0.0 0.0 0.12
H 0.41313 1.61413 1.98942 0.1 0.0 0.0 0.09
```
Forces are in eV/Å.

=====

(2)
ORCA calculation (the ωB97M-V functional and the def2-TZVPD basis) on a structure of composition C29H24BrCl4F6IN2O5PSSbTl.

As for the highest occupied orbital energy (spin up / spin down): -8.70 / -8.83 eV. The calculation puts the HOMO-LUMO gap (spin up / spin down) at 7.835 / 5.946 eV. For the largest force on an atom, the calculation gives 0.67 eV/Å. As for the total energy: -219576.0778 eV. The spin multiplicity is 2. Its total charge is 0. Its energy relative to the best compared isomer or geometry (same formula, charge and spin) is 20.6 kJ/mol.

```
76
Properties=species:S:1:pos:R:3:forces:R:3:lowdin_charge:R:1
Tl -0.77388 0.44447 -0.76482 -0.6 0.1 0.2 0.97
Cl 4.91503 -3.89111 -3.25119 0.0 0.0 0.0 0.77
C 3.45095 -2.99803 -3.21023 0.0 0.0 0.0 -0.58
C 2.96362 -2.47910 -4.39368 0.0 0.0 0.0 -0.17
C 1.77792 -1.76959 -4.42119 -0.3 0.1 0.1 -0.62
I 1.02053 -1.08087 -6.20132 -0.1 0.1 0.1 1.07
C 1.00986 -1.52339 -3.20747 -0.2 -0.1 0.1 -0.38
O -0.06890 -0.91854 -3.18669 0.5 -0.1 -0.2 -0.08
C 1.56635 -2.10105 -1.95710 0.0 0.0 0.1 -0.13
N 0.85913 -1.89747 -0.84343 -0.1 -0.2 -0.1 0.10
C 1.29001 -2.41569 0.29533 -0.2 0.1 0.0 -0.10
C 2.47220 -3.15077 0.38931 0.0 0.0 0.1 -0.01
C 3.21511 -3.35476 -0.74338 0.1 -0.1 -0.1 -0.01
C 2.76214 -2.83284 -1.96466 0.1 0.0 0.0 -0.16
H 3.51503 -2.63707 -5.30953 0.0 0.0 0.0 0.10
H 0.66811 -2.22695 1.16570 0.0 0.0 -0.1 0.12
H 2.79194 -3.54027 1.34694 0.0 0.0 0.0 0.12
H 4.13987 -3.91633 -0.71190 0.0 0.0 0.0 0.10
O -3.45964 6.53720 -1.45233 0.1 0.0 0.1 0.10
C -2.91635 5.33161 -1.18650 -0.1 0.2 0.0 -0.30
C -3.52869 4.13292 -1.51428 -0.2 0.0 -0.1 0.00
C -2.85257 2.97143 -1.25124 0.3 -0.1 0.2 -0.16
N -1.64547 2.89770 -0.67020 0.0 0.4 0.0 -0.01
C -1.10406 4.06633 -0.32652 -0.2 -0.1 -0.1 -0.71
Br 0.57873 4.10208 0.52041 0.1 -0.2 0.0 0.84
C -1.68993 5.29567 -0.55160 0.1 0.1 0.0 -0.05
H -4.23448 6.43542 -2.01203 -0.1 0.0 -0.1 0.12
H -4.49256 4.10929 -2.00929 0.1 0.0 0.0 0.13
H -3.29330 2.02852 -1.53735 0.0 0.0 0.0 0.06
H -1.18474 6.21118 -0.28091 0.0 0.0 0.0 0.12
Cl -4.38474 0.01985 3.19800 0.0 0.0 0.0 0.61
C -3.05343 -1.05301 2.76305 0.1 0.0 -0.1 -1.50
Cl -3.70625 -2.67859 2.45735 0.1 0.1 -0.1 0.60
Cl -1.88405 -1.13494 4.09850 0.0 0.0 -0.1 0.62
C -2.27191 -0.52039 1.50542 0.1 0.0 -0.2 -0.86
O -2.33392 0.70012 1.25557 0.0 -0.6 0.1 -0.09
O -1.63422 -1.37687 0.84021 -0.3 0.3 0.5 -0.16
C 4.33295 -2.66171 8.22433 0.0 0.0 0.0 -0.08
C 3.66819 -2.00221 7.04086 0.0 0.0 -0.1 -0.74
O 2.61861 -2.34954 6.57672 0.1 0.1 0.0 0.04
S 4.66122 -0.64359 6.38849 -0.1 0.0 0.1 1.01
C 3.75022 -0.17861 4.94034 0.0 -0.1 0.0 -0.53
C 4.37338 -0.27215 3.70062 0.0 0.0 -0.1 -0.09
C 3.66959 0.03378 2.54415 0.0 0.0 0.0 -0.03
C 2.33565 0.43863 2.62258 -0.1 -0.1 -0.1 -0.23
C 1.73483 0.57920 3.87622 0.0 0.0 0.1 -0.01
C 2.43641 0.26772 5.03032 -0.1 0.1 -0.1 -0.08
C 1.54915 0.62561 1.43146 0.3 0.1 0.2 -0.11
C 0.88935 0.73878 0.42896 -0.1 0.1 -0.2 -0.15
H 3.58757 -2.88062 8.98788 0.0 0.0 0.0 0.09
H 5.13105 -2.04465 8.63564 0.0 0.0 0.0 0.06
H 4.75644 -3.60886 7.88602 0.0 0.0 0.0 0.09
H 5.40797 -0.59079 3.64728 -0.1 0.0 0.0 0.10
H 4.14178 -0.05209 1.57262 0.0 0.0 0.1 0.12
H 0.70915 0.92666 3.93174 0.1 -0.1 0.0 0.11
H 1.95881 0.36151 5.99632 0.0 0.0 0.0 0.12
F -0.86962 1.75439 -3.10972 0.0 -0.1 0.0 -0.40
Sb -0.89314 3.02536 -4.57078 -0.1 0.0 0.1 1.36
F -0.48405 4.36931 -3.32000 0.0 0.1 0.1 -0.33
F -2.74170 3.26929 -4.20320 -0.1 0.0 0.0 -0.35
F -0.90885 4.27966 -5.95927 0.0 0.1 -0.1 -0.35
F -1.44363 1.66391 -5.75645 0.1 -0.3 0.0 -0.38
F 0.91962 2.61099 -4.82580 0.1 0.0 -0.1 -0.36
C -4.36654 -0.45690 -1.02599 0.1 0.1 0.2 -0.20
P -2.78171 -0.62890 -1.88587 0.2 -0.1 -0.3 0.83
C -3.11639 -0.15830 -3.59576 0.1 0.1 0.1 -0.22
C -2.50868 -2.41458 -1.91610 0.2 0.0 0.1 -0.21
H -5.11369 -1.00021 -1.60647 0.0 0.0 0.0 0.07
H -4.66233 0.58786 -0.94524 0.0 -0.1 0.0 0.05
H -4.30714 -0.88268 -0.02388 0.0 0.0 -0.1 0.04
H -3.92401 -0.79287 -3.96753 0.0 0.0 0.0 0.07
H -2.21704 -0.29967 -4.19234 0.0 0.0 0.0 0.03
H -3.40425 0.89183 -3.66514 0.0 0.0 0.0 0.04
H -3.41017 -2.89190 -2.30181 0.0 0.0 0.0 0.06
H -2.29836 -2.75953 -0.90427 0.0 0.0 0.0 0.05
H -1.66411 -2.64030 -2.56391 0.0 0.0 0.0 0.05
```
Forces are in eV/Å.

=====

(3)
ORCA calculation (the ωB97M-V functional and the def2-TZVPD basis) on a structure of composition C29H24Cl2N4O3Sn.

As for the highest occupied orbital energy: -13.94 eV. The calculation puts the HOMO-LUMO gap at 7.493 eV. For the largest force on an atom, the calculation gives 0.49 eV/Å. As for the total energy: -73428.5422 eV. Its total charge is +2. Its energy relative to the best compared isomer or geometry (same formula, charge and spin) is 108.5 kJ/mol.

```
63
Properties=species:S:1:pos:R:3:forces:R:3:lowdin_charge:R:1
Sn 0.30419 -0.18323 -1.16536 0.0 -0.3 -0.2 1.47
Cl -5.47081 4.71533 0.92504 0.0 0.0 0.0 0.77
C -4.27851 3.52360 0.60747 0.2 0.2 -0.3 -0.65
C -3.94161 2.61343 1.68385 0.1 -0.2 0.0 -0.02
C -2.93987 1.72080 1.57124 0.0 -0.1 0.2 0.02
C -2.19702 1.56811 0.35386 -0.2 0.2 -0.2 -0.31
O -1.26832 0.75154 0.28560 0.4 -0.3 0.0 -0.10
C -2.65363 2.36933 -0.86917 -0.2 -0.4 0.0 -0.36
C -1.47814 2.91687 -1.64913 0.1 0.3 -0.1 -0.03
N -0.55293 2.16429 -2.05235 -0.1 -0.1 0.2 0.01
C 0.56853 2.68195 -2.73328 0.1 0.1 -0.3 -0.24
C 0.49119 3.27637 -3.96560 -0.1 -0.1 0.2 0.01
C 1.65678 3.75293 -4.59504 0.1 0.1 -0.1 -0.03
C 2.86838 3.68450 -3.96767 0.0 0.0 -0.1 0.00
C 2.97409 3.09301 -2.68778 -0.2 -0.1 0.1 -0.13
C 4.16841 3.06889 -1.93387 0.0 0.0 0.1 0.03
C 4.16265 2.53998 -0.67201 0.1 0.1 -0.1 -0.02
C 2.99132 1.93193 -0.19578 -0.2 0.0 0.0 -0.14
N 1.87000 1.88100 -0.88539 -0.1 -0.1 0.2 0.00
C 1.82431 2.52409 -2.09172 0.1 0.1 -0.1 -0.19
C -3.63251 3.46048 -0.55866 -0.2 0.0 0.1 -0.06
H -4.51159 2.68261 2.60191 0.0 0.0 0.0 0.13
H -2.66340 1.07276 2.39245 0.0 0.0 0.0 0.14
H -1.46752 3.99458 -1.83732 0.0 0.0 0.0 0.16
H -0.47188 3.36947 -4.45147 0.0 0.0 0.0 0.13
H 1.57329 4.20240 -5.57505 0.0 0.0 0.0 0.12
H 3.75425 4.09513 -4.43430 0.0 0.0 0.0 0.13
H 5.07526 3.48893 -2.35111 0.0 0.0 0.0 0.14
H 5.04504 2.56162 -0.04827 0.0 0.0 0.0 0.12
H 2.97518 1.45978 0.78011 0.0 0.0 0.0 0.12
H -3.83884 4.17162 -1.35024 -0.1 0.0 0.0 0.14
O -2.44951 -4.63163 3.71279 0.1 0.0 0.0 -0.04
C -3.24474 -4.27815 2.60826 -0.1 -0.1 0.0 -0.20
C -2.40857 -3.51130 1.62873 0.2 0.1 0.0 -0.14
C -2.94863 -3.02532 0.44170 0.0 0.0 0.1 0.02
C -2.13605 -2.30722 -0.40842 0.0 0.1 -0.1 -0.12
N -0.84442 -2.07739 -0.16138 0.1 0.3 0.2 -0.05
C -0.30224 -2.57469 0.95999 -0.2 -0.1 0.0 -0.20
C -1.06066 -3.27889 1.88050 0.0 0.0 0.0 0.08
C 1.15463 -2.36415 1.12770 0.2 -0.1 0.1 -0.18
C 1.91079 -3.12849 2.00015 0.0 0.0 0.0 0.08
C 3.28743 -2.94616 2.08180 0.0 0.0 -0.1 -0.14
C 4.10375 -3.83348 2.99471 0.0 -0.1 0.0 -0.20
O 4.18813 -5.13569 2.45339 -0.1 0.0 0.0 -0.02
C 3.86889 -2.01054 1.23490 0.0 -0.1 0.1 0.03
C 3.05807 -1.28786 0.38282 0.1 0.0 -0.1 -0.12
N 1.73278 -1.43909 0.33803 -0.3 0.3 0.1 -0.03
H -2.96628 -5.15728 4.33027 0.0 0.0 0.0 0.11
H -4.09501 -3.65497 2.91015 0.0 0.0 0.0 0.14
H -3.64650 -5.16150 2.09791 0.0 0.0 0.0 0.15
H -3.98543 -3.19864 0.18480 0.0 0.0 0.0 0.13
H -2.52761 -1.90197 -1.33532 0.0 0.0 0.0 0.10
H -0.63600 -3.65645 2.79760 0.0 0.0 0.0 0.12
H 1.45257 -3.90429 2.59772 0.0 0.0 0.0 0.14
H 3.59043 -3.94135 3.94984 0.0 0.1 0.0 0.13
H 5.08654 -3.39413 3.18167 0.0 0.0 0.0 0.13
H 4.84343 -5.16837 1.74929 0.1 0.0 0.0 0.10
H 4.93949 -1.85315 1.22771 0.0 0.0 0.0 0.13
H 3.48437 -0.56697 -0.30337 0.0 0.0 0.0 0.10
Cl -4.62964 0.35869 -1.08576 0.1 0.2 0.1 0.68
C -3.35328 1.33929 -1.83573 0.0 0.0 0.1 -0.47
H -3.81111 1.87739 -2.66196 0.1 0.0 0.0 0.10
H -2.59192 0.65965 -2.21144 0.0 0.0 0.0 0.06
```
Forces are in eV/Å.

=====

The lowest total charge belongs to which entry?
C29H24BrCl4F6IN2O5PSSbTl